1.
DFT (the ωB97M-V functional and the def2-TZVPD basis) results for C42H32AsF6IrN3O10S2 as an isolated structure at a distorted geometry.

Computed properties:
- relative energy (zero: lowest compared OMol25 entry of this formula, charge and spin) (kJ/mol) = 305.85
- charge = -1
- HOMO level (alpha / beta) (eV) = -5.41 / -5.41
- strongest force on any atom (eV/A) = 2.2

Cartesian coordinates (Å):
Ir -0.716 -1.612 0.069
C -1.655 -3.300 -3.888
O -0.560 -2.675 -4.559
C 0.484 -2.098 -3.912
C 1.507 -1.678 -4.734
C 2.657 -1.066 -4.230
C 2.779 -0.888 -2.879
C 1.747 -1.284 -2.001
C 1.995 -1.017 -0.608
N 1.137 -1.147 0.340
N 1.490 -0.842 1.645
C 0.429 -0.767 2.396
O -0.790 -0.944 1.985
C 0.617 -0.425 3.825
C -0.481 -0.028 4.580
C -0.316 0.310 5.915
C 0.938 0.232 6.503
C 2.031 -0.183 5.753
C 1.874 -0.505 4.416
C 0.562 -1.885 -2.505
O -0.471 -2.246 -1.783
H -2.248 -3.733 -4.691
H -2.252 -2.578 -3.334
H -1.315 -4.086 -3.215
H 1.384 -1.844 -5.797
H 3.441 -0.747 -4.904
H 3.666 -0.427 -2.460
H 2.983 -0.681 -0.312
H -1.453 0.012 4.108
H -1.171 0.627 6.498
H 1.063 0.488 7.548
H 3.008 -0.258 6.214
H 2.715 -0.833 3.818
O -4.777 -0.093 -3.625
C -3.463 0.252 -3.606
C -2.849 0.713 -4.769
C -1.503 1.033 -4.786
C -0.749 0.907 -3.629
C -1.364 0.448 -2.478
C -2.711 0.103 -2.432
C -3.339 -0.443 -1.179
O -4.523 -0.344 -0.962
O -2.539 -1.049 -0.308
H -5.102 0.014 -4.525
H -3.443 0.804 -5.673
H -1.045 1.374 -5.706
H 0.309 1.138 -3.623
H -0.773 0.354 -1.576
C 2.963 4.464 -2.564
C 1.613 4.316 -2.842
C 0.769 3.713 -1.918
C 1.264 3.254 -0.700
C 2.624 3.396 -0.435
C 3.467 4.002 -1.356
As 0.143 2.196 0.512
C 0.669 2.972 2.232
C -0.092 3.913 2.919
C 0.303 4.357 4.173
C 1.462 3.866 4.757
C 2.218 2.916 4.087
C 1.816 2.462 2.839
C -1.583 3.063 0.272
C -1.764 4.410 -0.038
C -3.042 4.926 -0.191
C -4.150 4.102 -0.031
C -3.981 2.765 0.294
C -2.699 2.252 0.449
H 3.621 4.932 -3.286
H 1.209 4.666 -3.784
H -0.281 3.593 -2.157
H 3.034 3.042 0.504
H 4.521 4.109 -1.129
H -1.003 4.300 2.481
H -0.303 5.085 4.699
H 1.764 4.206 5.740
H 3.106 2.501 4.549
H 2.375 1.667 2.355
H -0.903 5.057 -0.164
H -3.174 5.972 -0.438
H -5.147 4.506 -0.163
H -4.834 2.109 0.409
H -2.569 1.209 0.712
F 1.566 -5.852 2.942
C 1.045 -4.640 2.784
F 0.452 -4.294 3.926
F 2.033 -3.780 2.557
S -0.213 -4.606 1.380
O 0.384 -3.660 0.436
O -1.440 -4.248 2.011
N -0.282 -6.050 0.813
S 0.760 -6.604 -0.254
O 0.248 -6.582 -1.591
O 2.118 -6.204 -0.018
C 0.682 -8.378 0.241
F 1.036 -8.550 1.513
F -0.539 -8.882 0.072
F 1.529 -9.073 -0.523

Let us look at the Löwdin charges, expressed in e, one per atom: 1.514, -0.044, -0.065, -0.219, -0.012, -0.102, -0.068, -0.134, -0.053, -0.215, 0.093, -0.498, -0.195, -0.158, -0.008, -0.075, -0.095, -0.093, -0.046, -0.266, -0.241, 0.090, 0.079, 0.095, 0.118, 0.095, 0.105, 0.137, 0.119, 0.100, 0.096, 0.100, 0.112, 0.072, -0.253, -0.023, -0.067, -0.079, -0.052, -0.064, -0.538, 0.111, -0.207, 0.105, 0.110, 0.106, 0.107, 0.051, -0.102, -0.090, -0.131, -0.372, -0.111, -0.095, 1.386, -0.361, -0.093, -0.089, -0.094, -0.091, -0.145, -0.400, -0.131, -0.090, -0.087, -0.066, -0.108, 0.096, 0.101, 0.094, 0.085, 0.098, 0.088, 0.098, 0.098, 0.102, 0.087, 0.104, 0.098, 0.098, 0.107, 0.084, 0.134, -0.651, 0.133, 0.134, 0.610, -0.365, -0.265, -0.289, 0.589, -0.273, -0.278, -0.691, 0.133, 0.134, 0.126

=====

2.
DFT (the ωB97M-V functional and the def2-TZVPD basis) results for C42H32ClN3O4RuS as an isolated structure at a distorted geometry.

Computed properties:
- relative energy (zero: lowest compared OMol25 entry of this formula, charge and spin) (kJ/mol) = 0.00
- charge = +1
- HOMO level (alpha / beta) (eV) = -10.13 / -10.57
- strongest force on any atom (eV/A) = 4.4
- <S²> = 8.77
- multiplicity = 6

Cartesian coordinates (Å):
Ru 0.052 -0.286 0.849
Cl 6.038 0.339 -3.007
C 4.656 0.610 -2.003
C 3.898 1.783 -2.167
C 2.779 1.981 -1.403
C 2.351 1.032 -0.450
O 1.265 1.261 0.219
C 3.146 -0.164 -0.272
C 2.841 -1.198 0.643
N 1.772 -1.270 1.410
C 1.556 -2.332 2.290
C 2.490 -3.262 2.719
C 2.124 -4.285 3.599
C 0.848 -4.387 4.090
C -0.129 -3.448 3.707
C -1.459 -3.469 4.179
C -2.354 -2.534 3.724
C -1.941 -1.570 2.803
N -0.700 -1.528 2.339
C 0.221 -2.436 2.785
C 4.302 -0.325 -1.075
H 4.204 2.523 -2.893
H 2.157 2.857 -1.538
H 3.518 -2.051 0.633
H 3.520 -3.201 2.397
H 2.867 -5.011 3.899
H 0.571 -5.182 4.769
H -1.745 -4.224 4.899
H -3.380 -2.529 4.065
H -2.625 -0.812 2.439
H 4.907 -1.214 -0.956
O -0.963 1.636 2.289
C -1.898 2.422 1.557
C -1.760 1.848 -0.009
O -1.746 2.651 -0.911
O -1.702 0.575 0.022
C -3.316 2.056 1.950
C -3.556 1.605 3.247
C -4.848 1.317 3.665
C -5.913 1.462 2.791
C -5.678 1.885 1.491
C -4.389 2.169 1.068
C -1.605 3.898 1.574
C -2.456 4.795 0.927
C -2.191 6.152 0.925
C -1.067 6.650 1.569
C -0.225 5.775 2.231
C -0.483 4.412 2.225
H -0.141 2.136 2.361
H -2.727 1.498 3.934
H -5.025 0.988 4.681
H -6.921 1.242 3.116
H -6.501 1.983 0.796
H -4.225 2.460 0.038
H -3.339 4.436 0.425
H -2.867 6.826 0.415
H -0.858 7.711 1.560
H 0.641 6.156 2.757
H 0.197 3.777 2.785
N 0.246 -1.344 -1.166
S -0.224 -2.184 -2.447
C -0.243 -1.000 -3.812
C -0.190 -1.466 -5.118
C -0.222 -0.547 -6.155
C -0.321 0.811 -5.876
C -0.387 1.257 -4.564
C -0.349 0.347 -3.517
C 1.308 -3.070 -2.824
C 1.444 -4.332 -2.265
C 2.663 -4.986 -2.356
C 3.728 -4.383 -3.011
C 3.579 -3.119 -3.565
C 2.370 -2.447 -3.463
H 1.214 -1.062 -1.309
H -0.111 -2.528 -5.315
H -0.172 -0.895 -7.177
H -0.356 1.522 -6.690
H -0.478 2.313 -4.349
H -0.415 0.679 -2.487
H 0.600 -4.796 -1.768
H 2.778 -5.964 -1.910
H 4.677 -4.896 -3.085
H 4.405 -2.640 -4.074
H 2.265 -1.453 -3.877

Let us look at the Löwdin charges, expressed in e, one per atom: 1.666, 0.692, -0.670, -0.058, 0.015, -0.343, -0.167, -0.156, -0.056, -0.074, -0.197, 0.007, -0.051, -0.012, -0.143, 0.033, -0.011, -0.067, -0.045, -0.145, -0.070, 0.118, 0.132, 0.131, 0.113, 0.117, 0.123, 0.131, 0.120, 0.113, 0.118, -0.062, -0.305, -0.589, 0.098, -0.155, -0.153, -0.040, -0.080, -0.083, -0.060, -0.026, -0.128, -0.014, -0.059, -0.081, -0.077, -0.024, 0.070, 0.116, 0.104, 0.105, 0.109, 0.118, 0.106, 0.109, 0.105, 0.106, 0.107, -0.405, 1.107, -0.405, -0.094, -0.062, -0.061, -0.049, -0.068, -0.386, -0.087, -0.066, -0.061, -0.060, -0.076, -0.021, 0.118, 0.113, 0.111, 0.116, 0.087, 0.111, 0.112, 0.113, 0.110, 0.119

=====

3.
DFT (the ωB97M-V functional and the def2-TZVPD basis) results for C42H33As2Br4GeN2O2S2Ti as an isolated structure.

Computed properties:
- relative energy (zero: lowest compared OMol25 entry of this formula, charge and spin) (kJ/mol) = 0.00
- charge = -2
- HOMO level (alpha / beta) (eV) = 0.50 / -2.31
- strongest force on any atom (eV/A) = 0.6
- <S²> = 3.78
- multiplicity = 4

Cartesian coordinates (Å):
Ti -1.029 -0.199 -0.144
C -2.924 0.541 3.537
As -2.713 -0.643 2.006
C -4.567 -0.881 1.478
C -2.426 -2.371 2.897
C -3.296 -2.858 3.873
C -3.104 -4.105 4.443
C -2.034 -4.892 4.035
C -1.161 -4.417 3.070
C -1.345 -3.158 2.501
As -0.065 -2.490 1.177
C -0.092 -3.961 -0.103
C 1.567 -2.864 2.201
H -3.718 0.196 4.199
H -3.166 1.530 3.148
H -1.982 0.605 4.079
H -5.191 -1.166 2.326
H -4.585 -1.647 0.706
H -4.904 0.062 1.050
H -4.141 -2.255 4.188
H -3.791 -4.468 5.198
H -1.882 -5.874 4.468
H -0.329 -5.036 2.756
H 0.397 -4.850 0.296
H 0.410 -3.632 -1.013
H -1.136 -4.166 -0.334
H 1.747 -3.937 2.271
H 1.438 -2.455 3.203
H 2.427 -2.375 1.746
Br -2.346 -2.115 -6.686
C -2.361 -2.059 -4.793
C -3.339 -2.726 -4.075
Br -4.675 -3.734 -4.966
C -3.345 -2.655 -2.675
Br -4.638 -3.550 -1.620
C -2.383 -1.928 -1.985
O -2.331 -1.787 -0.687
C -1.355 -1.277 -2.727
O -0.440 -0.647 -2.016
C -1.369 -1.334 -4.111
Br -0.020 -0.379 -5.018
S -0.307 1.759 1.249
C -0.972 3.137 0.390
C -0.419 4.384 0.550
C -0.923 5.523 -0.100
C -0.266 6.756 0.074
N 0.286 7.766 0.233
C -2.073 5.355 -0.980
C -2.617 4.051 -1.131
C -2.112 2.958 -0.480
S -2.815 1.353 -0.704
C -2.648 6.427 -1.683
N -3.139 7.307 -2.263
H 0.451 4.498 1.186
H -3.462 3.924 -1.797
C 3.682 -2.236 -3.491
C 3.531 -0.888 -3.780
C 2.927 -0.035 -2.862
C 2.468 -0.505 -1.635
C 2.637 -1.860 -1.360
C 3.231 -2.722 -2.270
Ge 1.633 0.741 -0.301
C 1.850 2.511 -1.098
C 2.753 3.449 -0.608
C 2.767 4.749 -1.103
C 1.869 5.127 -2.090
C 0.963 4.200 -2.589
C 0.955 2.902 -2.097
C 2.920 0.499 1.192
C 2.560 0.508 2.540
C 3.493 0.253 3.539
C 4.815 -0.008 3.210
C 5.197 -0.013 1.875
C 4.257 0.230 0.881
H 4.140 -2.903 -4.211
H 3.868 -0.496 -4.733
H 2.809 1.012 -3.115
H 2.307 -2.260 -0.409
H 3.340 -3.773 -2.026
H 3.437 3.176 0.190
H 3.455 5.477 -0.690
H 1.843 6.153 -2.435
H 0.233 4.497 -3.332
H 0.216 2.196 -2.467
H 1.536 0.726 2.817
H 3.184 0.263 4.578
H 5.545 -0.205 3.987
H 6.228 -0.212 1.604
H 4.569 0.202 -0.157

Let us look at the natural (NBO) charges, expressed in e, one per atom: 0.907, -0.953, 1.051, -0.952, -0.325, -0.202, -0.216, -0.238, -0.150, -0.341, 0.995, -0.939, -0.947, 0.206, 0.252, 0.233, 0.200, 0.260, 0.254, 0.204, 0.202, 0.202, 0.194, 0.207, 0.251, 0.255, 0.209, 0.235, 0.245, 0.048, -0.169, -0.148, 0.042, -0.202, 0.037, 0.335, -0.838, 0.244, -0.786, -0.167, 0.073, -0.119, -0.309, -0.137, -0.240, 0.305, -0.473, -0.258, -0.193, -0.192, -0.264, 0.297, -0.468, 0.216, 0.214, -0.237, -0.219, -0.154, -0.392, -0.219, -0.227, 1.208, -0.500, -0.165, -0.243, -0.212, -0.215, -0.146, -0.439, -0.209, -0.219, -0.233, -0.248, -0.150, 0.197, 0.198, 0.213, 0.193, 0.197, 0.195, 0.201, 0.214, 0.216, 0.219, 0.224, 0.199, 0.196, 0.199, 0.208

=====

4.
DFT (the ωB97M-V functional and the def2-TZVPD basis) results for C42H33F10IrN3OSTe as an isolated structure.

Computed properties:
- relative energy (zero: lowest compared OMol25 entry of this formula, charge and spin) (kJ/mol) = 191.63
- HOMO level (alpha / beta) (eV) = -6.77 / -7.29
- strongest force on any atom (eV/A) = 0.9
- <S²> = 1.13
- multiplicity = 2

Cartesian coordinates (Å):
Ir 0.239 -0.733 -0.160
N 3.388 -1.739 -1.531
C 3.456 -0.456 -1.103
C 4.616 0.301 -1.361
C 4.682 1.599 -0.933
C 3.603 2.149 -0.237
C 2.507 1.357 -0.031
N 2.406 0.082 -0.461
H 4.189 -2.150 -1.974
H 2.674 -2.353 -1.184
H 5.436 -0.161 -1.893
H 5.567 2.189 -1.131
H 3.612 3.166 0.125
H 1.642 1.734 0.501
F -1.012 0.190 2.748
C 0.046 -0.604 2.872
C 0.701 -1.095 1.754
C 1.793 -1.916 2.024
F 2.500 -2.463 1.022
C 2.210 -2.232 3.302
F 3.262 -3.029 3.494
C 1.530 -1.715 4.388
F 1.916 -2.005 5.625
C 0.442 -0.894 4.167
F -0.224 -0.389 5.202
F -4.739 -5.492 -0.360
C -3.607 -4.838 -0.593
C -3.466 -4.092 -1.749
F -4.461 -4.044 -2.632
C -2.298 -3.387 -1.968
F -2.197 -2.669 -3.086
C -1.247 -3.416 -1.059
S 0.269 -2.581 -1.421
C -1.416 -4.173 0.093
F -0.444 -4.231 1.008
C -2.581 -4.876 0.334
F -2.730 -5.576 1.457
C -7.388 6.389 1.904
C -6.398 5.265 1.757
C -6.743 3.959 2.074
C -5.849 2.903 1.929
C -6.317 1.523 2.311
C -4.561 3.171 1.432
Te -3.174 1.576 1.259
N -0.891 0.695 -0.270
C -0.941 1.692 -1.224
O -1.779 2.571 -1.227
C 0.061 1.703 -2.347
C 0.389 0.584 -3.097
C 1.329 0.676 -4.115
C 1.938 1.890 -4.390
C 1.582 3.022 -3.665
C 0.637 2.932 -2.659
C -4.333 0.346 -0.006
C -5.024 0.851 -1.114
C -4.940 2.277 -1.588
C -5.856 -0.018 -1.824
C -6.020 -1.345 -1.471
C -6.959 -2.247 -2.227
C -5.297 -1.825 -0.385
C -4.447 -1.010 0.350
C -3.695 -1.618 1.507
C -4.183 4.485 1.126
C -2.829 4.865 0.587
C -5.114 5.507 1.295
H -8.220 6.101 2.546
H -7.800 6.672 0.933
H -6.917 7.275 2.330
H -7.737 3.752 2.456
H -7.284 1.578 2.812
H -5.611 1.034 2.985
H -6.425 0.879 1.438
H -0.103 -0.364 -2.914
H 1.575 -0.204 -4.696
H 2.675 1.960 -5.179
H 2.041 3.977 -3.889
H 0.339 3.807 -2.096
H -3.959 2.709 -1.402
H -5.688 2.900 -1.094
H -5.129 2.317 -2.662
H -6.396 0.372 -2.682
H -7.423 -1.721 -3.060
H -7.754 -2.613 -1.574
H -6.435 -3.119 -2.622
H -5.419 -2.861 -0.083
H -4.117 -2.590 1.768
H -3.727 -0.983 2.393
H -2.638 -1.757 1.256
H -2.076 4.098 0.739
H -2.485 5.791 1.050
H -2.883 5.030 -0.492
H -4.817 6.524 1.058

Let us look at the Löwdin charges, expressed in e, one per atom: 1.121, 0.143, -0.368, -0.014, -0.060, -0.068, -0.138, 0.014, 0.108, -0.006, 0.113, 0.112, 0.106, 0.106, -0.017, -0.245, -0.195, -0.246, 0.046, -0.147, 0.125, -0.141, 0.133, -0.146, 0.128, 0.135, -0.154, -0.155, 0.122, -0.237, 0.098, -0.477, 0.668, -0.247, 0.097, -0.151, 0.131, -0.050, -0.266, -0.018, -0.296, -0.064, -0.400, 1.690, -0.179, -0.584, -0.037, -0.174, -0.073, -0.072, -0.082, -0.073, -0.028, -0.384, -0.274, -0.047, -0.008, -0.254, -0.038, -0.024, -0.302, -0.074, -0.304, -0.075, -0.020, 0.074, 0.083, 0.078, 0.114, 0.078, 0.065, 0.073, 0.048, 0.108, 0.102, 0.104, 0.120, 0.039, 0.088, 0.085, 0.118, 0.077, 0.086, 0.062, 0.114, 0.083, 0.042, 0.062, 0.023, 0.082, 0.089, 0.122